Here is an isolated molecule of C17H24N6O2S from OMol25. Energies are from ωB97M-V/def2-TZVPD.

Summary:
lowest unoccupied orbital energy	0.4983	eV
ΔE to the lowest compared entry with this formula, charge and spin	0.00	kJ/mol
SMILES string	CC(C)c1nnc(NS(=O)(=O)c2cnccc2N[C@@H]2C[C@H]3CC[C@@H]2C3)[nH]1
HOMO-LUMO gap	9.430	eV
HOMO level	-0.3282	Ha

Positions of all 50 atoms, in Å:
C 5.499 0.131 2.739
C 4.825 -0.642 1.587
C 4.424 -2.012 2.095
C 3.575 0.043 1.135
N 3.348 0.446 -0.081
N 2.106 1.014 -0.203
C 1.565 1.019 1.002
N 0.341 1.470 1.218
S -0.585 0.509 2.227
O -1.905 1.108 2.311
O 0.072 0.329 3.536
C -0.635 -1.026 1.313
C 0.185 -2.006 1.765
N 0.287 -3.168 1.120
C -0.473 -3.423 0.039
C -1.355 -2.458 -0.399
C -1.459 -1.248 0.264
N -2.362 -0.266 -0.089
C -2.729 -0.030 -1.501
C -1.555 0.509 -2.368
C -2.107 1.901 -2.800
C -3.265 1.682 -3.797
C -4.382 1.099 -2.910
C -3.727 1.176 -1.524
C -2.837 2.418 -1.576
N 2.484 0.474 1.859
H 5.693 1.133 2.393
H 4.823 0.158 3.603
H 6.423 -0.402 3.031
H 5.530 -0.741 0.763
H 3.970 -2.608 1.331
H 3.728 -1.906 2.954
H 5.296 -2.512 2.535
H -0.163 1.652 0.368
H 0.779 -1.923 2.631
H -0.422 -4.391 -0.449
H -1.941 -2.641 -1.275
H -2.727 0.341 0.675
H -3.132 -0.917 -1.991
H -1.350 -0.167 -3.235
H -0.607 0.622 -1.818
H -1.282 2.526 -3.159
H -3.585 2.624 -4.279
H -2.940 1.004 -4.618
H -5.254 1.715 -2.975
H -4.600 0.063 -3.213
H -4.412 1.131 -0.697
H -3.342 3.369 -1.676
H -2.153 2.433 -0.714
H 2.334 0.388 2.854



Here is a structure of composition C17H24N6O4PtS from OMol25. Energies are from ωB97M-V/def2-TZVPD.

Summary:
lowest unoccupied orbital energy (alpha / beta)	-6.2081 / -10.3237	eV
ΔE to the lowest compared entry with this formula, charge and spin	112.09	kJ/mol
HOMO-LUMO gap (alpha / beta)	6.295 / 3.448	eV
net charge	+2
expectation value of S²	6.031
spin multiplicity	5
HOMO level (alpha / beta)	-0.4595 / -0.5061	Ha

Positions of all 53 atoms, in Å:
Pt -0.188 0.664 0.440
N -1.356 2.948 3.417
N -1.228 1.774 4.173
C -1.166 0.591 3.598
N -0.644 -0.373 4.382
S -1.707 0.041 1.989
H -0.885 3.751 3.909
H -2.349 3.167 3.252
H -1.083 1.824 5.192
H -0.347 -0.108 5.324
H -0.711 -1.368 4.107
N 0.914 1.299 -1.372
C 0.824 2.754 -1.621
C -0.511 3.295 -1.044
N -1.294 2.218 -0.526
H 1.874 1.024 -1.347
H 0.436 0.756 -2.125
H 0.854 3.000 -2.688
H 1.679 3.291 -1.154
H -1.024 3.900 -1.812
H -0.252 4.009 -0.209
H -1.777 1.627 -1.268
H -2.030 2.426 0.130
O -2.580 0.484 -2.182
C -1.934 -0.525 -1.888
O -0.908 -0.599 -1.101
C -2.260 -1.813 -2.565
C -3.594 -1.906 -3.043
C -4.010 -3.050 -3.757
C -3.175 -4.124 -3.893
C -1.856 -3.990 -3.392
C -1.419 -2.871 -2.719
N -0.961 -5.083 -3.663
O 0.130 -5.164 -3.055
O -1.397 -5.870 -4.489
H -4.352 -1.081 -2.923
H -5.010 -3.073 -4.205
H -3.419 -5.082 -4.379
H -0.436 -2.850 -2.246
C 1.287 1.109 1.782
C 2.623 0.517 1.806
C 2.894 -0.847 1.595
C 4.178 -1.326 1.628
C 5.282 -0.425 1.722
C 5.013 0.926 1.852
C 3.718 1.432 1.935
H 1.374 2.187 1.517
H 0.746 1.106 2.771
H 2.070 -1.511 1.371
H 4.278 -2.371 1.472
H 6.279 -0.812 1.597
H 5.877 1.587 1.783
H 3.530 2.515 1.925



Here is a cluster of 4 separate species, C17H24O13 in total from OMol25. Energies are from ωB97M-V/def2-TZVPD.

Summary:
lowest unoccupied orbital energy	-1.2882	eV
ΔE to the lowest compared entry with this formula, charge and spin	21.13	kJ/mol
SMILES string	O=C1C=CC(=O)C(CC(=O)O)=C1.COC(=O)OC.COC(=O)OC.COC(=O)OC
HOMO-LUMO gap	9.001	eV
HOMO level	-0.3781	Ha

Positions of all 54 atoms, in Å:
O -0.122 -3.537 -0.475
C -0.404 -2.421 -0.859
C 0.655 -1.429 -1.213
C 0.427 -0.135 -0.987
C -0.873 0.219 -0.353
O -0.987 1.112 0.469
C -2.029 -0.634 -0.775
C -3.351 0.057 -0.910
C -4.554 -0.838 -0.788
O -5.495 -0.720 -1.544
O -4.538 -1.781 0.196
C -1.796 -1.926 -1.015
H 1.581 -1.771 -1.647
H 1.141 0.630 -1.237
H -3.411 0.912 -0.245
H -3.390 0.457 -1.919
H -5.360 -1.679 0.683
H -2.569 -2.608 -1.327
C -2.904 7.364 -0.614
O -2.934 6.107 0.062
C -1.732 5.648 0.414
O -0.683 6.198 0.205
O -1.898 4.483 1.028
C -0.682 3.866 1.467
H -3.936 7.617 -0.840
H -2.475 8.134 0.024
H -2.339 7.289 -1.541
H -0.170 4.503 2.187
H -0.034 3.654 0.621
H -0.959 2.938 1.943
C 0.797 -2.632 2.343
O 0.639 -3.096 3.687
C -0.616 -3.064 4.123
O -1.572 -2.685 3.500
O -0.633 -3.522 5.374
C -1.930 -3.543 5.970
H 1.857 -2.700 2.112
H 0.237 -3.249 1.642
H 0.481 -1.590 2.262
H -2.599 -4.195 5.413
H -2.344 -2.538 6.024
H -1.800 -3.933 6.976
C 5.155 -3.451 -4.086
O 4.621 -2.403 -3.272
C 5.276 -1.248 -3.371
O 6.234 -1.034 -4.061
O 4.679 -0.368 -2.568
C 5.277 0.930 -2.568
H 4.533 -4.323 -3.909
H 5.109 -3.180 -5.139
H 6.181 -3.673 -3.800
H 5.235 1.372 -3.561
H 6.307 0.879 -2.223
H 4.696 1.537 -1.879



Here is a structure of composition C17H25AlNO7S2Te from OMol25. Energies are from ωB97M-V/def2-TZVPD.

Summary:
lowest unoccupied orbital energy	-2.8071	eV
ΔE to the lowest compared entry with this formula, charge and spin	55.80	kJ/mol
HOMO-LUMO gap	8.937	eV
net charge	+1
HOMO level	-0.4316	Ha

Positions of all 54 atoms, in Å:
Al -0.794 0.912 0.911
C 0.929 1.324 -3.837
O 0.036 0.929 -2.805
C -1.314 1.065 -3.171
C -2.159 0.590 -2.026
O -1.919 1.294 -0.793
C -2.413 2.648 -0.734
C -1.253 3.559 -0.314
O -0.176 2.727 0.171
C 1.039 3.462 0.373
H 0.757 0.746 -4.747
H 0.811 2.389 -4.065
H 1.939 1.139 -3.480
H -1.540 2.106 -3.436
H -1.547 0.442 -4.041
H -3.213 0.694 -2.280
H -1.963 -0.457 -1.809
H -2.801 2.938 -1.705
H -3.214 2.668 -0.009
H -0.863 4.129 -1.155
H -1.566 4.239 0.476
H 0.980 4.067 1.280
H 1.854 2.748 0.437
H 1.215 4.106 -0.485
S 2.033 1.233 4.559
C 0.766 0.115 4.794
C 0.012 0.022 3.678
N 0.435 0.837 2.634
C 1.493 1.529 2.988
H 0.639 -0.402 5.733
H -0.868 -0.591 3.562
H 2.008 2.224 2.342
O -4.074 0.531 1.084
S -2.939 0.406 1.947
O -1.833 -0.501 1.259
O -2.080 1.717 1.884
O -3.133 -0.020 3.296
C 1.894 -1.671 1.081
Te 1.238 -0.285 -0.414
C 0.165 -1.984 -1.163
C 0.957 -3.175 -0.677
C 0.828 -4.417 -1.287
C 1.561 -5.498 -0.821
C 2.430 -5.338 0.250
C 2.561 -4.101 0.862
C 1.818 -3.018 0.408
H 1.220 -1.608 1.934
H 2.900 -1.424 1.412
H 0.104 -1.942 -2.247
H -0.835 -1.945 -0.728
H 0.154 -4.537 -2.128
H 1.462 -6.463 -1.302
H 3.019 -6.178 0.602
H 3.240 -3.978 1.700



Here is a structure of composition C17H25BCl5F6Li2N2Na2O13PS from OMol25. Energies are from ωB97M-V/def2-TZVPD.

Summary:
lowest unoccupied orbital energy	-3.6593	eV
HOMO-LUMO gap	1.460	eV
HOMO level	-0.1881	Ha

Positions of all 75 atoms, in Å:
N -1.148 0.653 3.442
C 0.097 1.384 3.818
C 0.952 1.784 2.535
O 2.327 2.178 2.855
C 0.885 0.737 1.365
C 1.217 -0.745 1.786
O 1.630 -1.416 0.580
C 1.371 -2.768 0.587
O 2.197 -3.490 0.133
N 2.125 -0.848 2.907
C 3.514 -0.711 2.575
O 4.313 -1.130 3.335
F 3.977 -0.068 1.457
C 1.812 -2.036 3.746
O 2.190 -3.128 3.541
F 0.892 -1.856 4.881
H -1.068 -0.343 3.675
H -1.905 1.014 4.034
H -0.236 2.341 4.308
H 0.711 0.818 4.577
H 0.450 2.744 2.123
H 2.660 1.690 3.636
H 1.658 1.057 0.614
H -0.114 0.728 0.867
H 0.221 -1.169 2.124
H 0.410 -3.183 1.047
Na -0.710 -4.023 0.019
Cl -0.147 -2.968 6.230
C 0.536 -2.793 -6.862
C 1.271 -2.747 -5.685
C 0.629 -2.879 -4.460
C -0.748 -3.067 -4.414
C -1.483 -3.117 -5.592
C -0.842 -2.975 -6.816
H 1.036 -2.687 -7.818
H 2.345 -2.608 -5.721
H 1.203 -2.837 -3.540
H -1.250 -3.175 -3.459
H -2.556 -3.264 -5.555
H -1.415 -3.008 -7.735
Li 1.435 3.548 3.632
C -2.703 -0.040 -6.037
O -3.177 -0.571 -4.798
P -2.382 0.007 -3.394
O -3.070 -0.983 -2.477
O -3.209 1.423 -3.448
C -4.631 1.386 -3.461
O -1.395 0.640 -2.138
C -0.106 1.110 -2.567
H -3.394 -0.337 -6.826
H -2.655 1.051 -6.004
H -1.712 -0.444 -6.258
H -5.025 0.449 -3.064
H -4.985 1.519 -4.485
H -5.005 2.213 -2.856
H -0.219 1.900 -3.310
H 0.470 0.283 -2.992
H 0.427 1.505 -1.705
B -0.809 -4.649 9.697
F -1.359 -4.165 8.511
F 0.525 -5.147 9.446
F -0.753 -3.624 10.654
F -1.634 -5.731 10.202
O 2.818 6.820 1.294
S 2.035 7.444 2.387
O 2.952 8.047 3.369
O 1.211 6.398 3.054
O 1.148 8.481 1.829
C 1.639 4.931 -2.994
Cl 1.589 3.840 -1.589
Cl 0.736 4.211 -4.343
Cl 0.912 6.479 -2.555
Cl 3.322 5.181 -3.479
Li -1.840 1.709 1.197
Na -0.158 -6.975 10.366



Here is a structure of composition C17H25BrO16Pd from OMol25. Energies are from ωB97M-V/def2-TZVPD.

Summary:
lowest unoccupied orbital energy (alpha / beta)	0.5712 / 0.3936	eV
HOMO-LUMO gap (alpha / beta)	7.334 / 6.990	eV
expectation value of S²	2.004
spin multiplicity	3
HOMO level (alpha / beta)	-0.2485 / -0.2424	Ha

Positions of all 60 atoms, in Å:
Pd 2.098 1.674 -28.839
Br 3.090 1.008 -26.435
C -0.650 1.073 -31.306
C 0.444 2.119 -31.562
O 1.064 2.587 -30.436
H -1.490 1.458 -30.721
H -0.221 0.223 -30.770
H -1.068 0.723 -32.258
H -0.024 2.950 -32.115
H 1.151 1.620 -32.254
C 1.294 -3.992 -29.705
C 2.378 -3.933 -28.623
O 2.767 -2.554 -28.644
C 1.816 -1.842 -29.273
O 1.813 -0.663 -29.374
O 0.874 -2.637 -29.817
H 0.479 -4.654 -29.418
H 1.683 -4.340 -30.664
H 3.219 -4.566 -28.889
H 1.968 -4.151 -27.638
C -1.114 4.986 -25.225
C -1.832 3.672 -25.457
O -0.813 2.912 -26.141
C 0.101 3.757 -26.669
O 0.992 3.446 -27.378
O -0.183 5.040 -26.304
H -0.566 5.096 -24.288
H -1.771 5.855 -25.304
H -2.640 3.754 -26.181
H -2.078 3.190 -24.517
C 6.910 -0.008 -31.425
C 7.324 1.166 -30.532
O 6.169 1.313 -29.718
C 5.102 0.865 -30.404
O 3.968 1.059 -30.121
O 5.496 0.172 -31.500
H 7.195 -0.979 -31.023
H 7.302 0.076 -32.439
H 7.595 2.085 -31.049
H 8.188 0.856 -29.942
C 5.484 6.349 -29.928
C 5.987 6.142 -28.497
O 5.427 4.898 -28.137
C 4.375 4.626 -28.948
O 3.607 3.744 -28.776
O 4.367 5.464 -30.007
H 6.206 6.053 -30.693
H 5.162 7.364 -30.154
H 5.673 6.969 -27.856
H 7.074 6.112 -28.448
C -3.141 -0.396 -27.889
C -2.206 -1.533 -27.449
O -0.896 -1.024 -27.668
C -0.967 0.283 -28.035
O -0.027 0.984 -28.172
O -2.246 0.664 -28.201
H -3.751 -0.096 -27.040
H -3.719 -0.661 -28.770
H -2.335 -2.494 -27.946
H -2.317 -1.744 -26.381